(w)
Molecular formula: C5H6O3
Method: DFT, the ωB97M-V functional and the def2-TZVPD basis

Its orbital gap is 0.342 Eh. The charge is 0. The calculation puts the highest occupied orbital energy at -8.4 eV. The LUMO energy is 0.94 eV. As for the SMILES: C1=COC([C@H]2CO2)O1.

Structure (XYZ):
```
14
Properties=species:S:1:pos:R:3:mulliken_charge:R:1
C 1.279 0.682 1.483 -0.46
C 0.654 1.761 1.027 -0.12
O 0.478 1.667 -0.194 -0.32
C 0.560 0.284 -0.419 0.32
C -0.965 -0.242 -0.753 0.08
C -1.131 -1.792 -0.816 -0.49
O -1.646 -1.127 0.368 -0.41
O 1.395 -0.243 0.364 -0.33
H 1.472 0.212 2.401 0.39
H 0.778 2.722 1.336 0.40
H 1.013 0.321 -1.501 0.20
H -1.673 0.654 -1.237 0.28
H -1.897 -2.365 -1.311 0.27
H -0.317 -2.535 -0.747 0.18
```


(x)
Molecular formula: C5H6O3
Method: DFT, the ωB97M-V functional and the def2-TZVPD basis

Its orbital gap is 0.332 Eh. The charge is 0. The calculation puts the highest occupied orbital energy at -9.3 eV. The LUMO energy is -0.22 eV. As for the SMILES: O=CO/C=C\[C@H]1CO1.

Structure (XYZ):
```
14
Properties=species:S:1:pos:R:3:mulliken_charge:R:1
O -3.309 -0.757 0.288 -0.53
C -2.763 0.534 -0.004 0.20
O -1.435 0.703 0.119 -0.23
C -0.741 -0.367 -0.345 -0.38
C 0.611 -0.437 -0.392 -0.50
C 1.685 0.554 0.104 0.15
C 2.882 -0.346 0.763 -0.33
O 3.009 0.116 -0.560 -0.38
H -3.208 1.669 -0.173 0.26
H -1.591 -0.882 -0.714 0.52
H 1.027 -1.176 -1.188 0.31
H 1.557 1.644 0.293 0.39
H 3.725 0.179 1.345 0.28
H 2.328 -1.550 0.905 0.23
```


Most stable: (w). Least stable: (x).


(w)
Molecular formula: C5H6O3
Method: DFT, the ωB97M-V functional and the def2-TZVPD basis

Its orbital gap is 0.285 Eh. The charge is 0. The calculation puts the highest occupied orbital energy at -7.2 eV. The LUMO energy is 0.56 eV. As for the SMILES: Cc1cc(O)oc1O.

Structure (XYZ):
```
14
Properties=species:S:1:pos:R:3:mulliken_charge:R:1
C -1.784 -1.138 0.023 -1.13
C -0.490 -0.401 -0.033 0.91
C 0.819 -0.951 -0.097 -0.86
C 1.655 0.130 -0.018 0.39
O 2.986 0.175 0.169 -0.49
O 1.015 1.300 -0.260 -0.37
C -0.309 0.959 -0.065 0.08
O -1.185 1.969 0.136 -0.50
H -2.383 -0.924 -0.861 0.27
H -2.358 -0.835 0.898 0.29
H -1.600 -2.208 0.076 0.33
H 1.097 -1.983 -0.053 0.42
H 3.278 1.094 0.106 0.34
H -0.741 2.811 -0.020 0.34
```


(x)
Molecular formula: C5H6O3
Method: DFT, the ωB97M-V functional and the def2-TZVPD basis

Its orbital gap is 0.327 Eh. The charge is 0. The calculation puts the highest occupied orbital energy at -9.7 eV. The LUMO energy is -0.81 eV. As for the SMILES: CC(=O)C(=O)[C@@H]1CO1.

Structure (XYZ):
```
14
Properties=species:S:1:pos:R:3:mulliken_charge:R:1
C 2.446 0.345 0.288 -1.01
C 1.196 -0.455 0.035 0.60
O 1.276 -1.621 -0.082 -0.49
C -0.089 0.280 -0.015 0.29
O -0.139 1.492 0.034 -0.53
C -1.313 -0.612 -0.102 0.29
C -2.550 0.075 -0.347 -0.44
O -2.276 -0.527 0.903 -0.42
H 3.374 -0.210 -0.041 0.32
H 2.520 0.724 1.301 0.28
H 2.488 1.260 -0.425 0.29
H -1.117 -1.627 -0.513 0.36
H -2.361 1.156 -0.323 0.18
H -3.457 -0.282 -0.714 0.30
```


(y)
Molecular formula: C5H6O3
Method: DFT, the ωB97M-V functional and the def2-TZVPD basis

Its orbital gap is 0.370 Eh. The charge is 0. The calculation puts the highest occupied orbital energy at -9.6 eV. The LUMO energy is 0.47 eV. As for the SMILES: COC1=CC(=O)OC1.

Structure (XYZ):
```
14
Properties=species:S:1:pos:R:3:mulliken_charge:R:1
C 1.069 1.888 -0.469 -1.11
O 0.790 0.615 -1.163 -0.42
C 0.026 -0.129 -0.412 0.65
C -0.929 -0.951 -0.983 -0.71
C -1.460 -1.831 0.217 0.49
O -2.315 -2.584 0.363 -0.47
O -0.811 -1.401 1.461 -0.36
C 0.166 -0.431 1.003 -0.44
H 1.677 1.684 0.176 0.52
H 1.767 2.624 -0.909 0.33
H 0.160 2.324 -0.136 0.38
H -1.360 -1.226 -1.873 0.47
H 1.250 -0.936 1.182 0.21
H -0.029 0.354 1.543 0.46
```


Most stable: (w). Least stable: (y).


(w)
Molecular formula: C5H6O3
Method: DFT, the ωB97M-V functional and the def2-TZVPD basis

Its orbital gap is 0.302 Eh. The charge is 0. The calculation puts the highest occupied orbital energy at -7.5 eV. The LUMO energy is 0.69 eV. As for the SMILES: COc1ccc(O)o1.

Structure (XYZ):
```
14
Properties=species:S:1:pos:R:3:mulliken_charge:R:1
C -2.365 -0.928 0.018 -0.59
O -1.804 0.404 -0.060 -0.41
C -0.509 0.537 -0.022 0.32
C 0.305 1.586 -0.038 -0.52
C 1.680 1.105 0.030 -0.30
C 1.584 -0.254 -0.011 0.33
O 2.376 -1.367 -0.039 -0.50
O 0.258 -0.566 0.000 -0.31
H -2.047 -1.502 -0.852 0.28
H -2.013 -1.476 0.896 0.28
H -3.420 -0.787 0.061 0.25
H 0.052 2.635 -0.032 0.43
H 2.602 1.642 0.120 0.37
H 3.303 -1.029 -0.071 0.36
```


(x)
Molecular formula: C5H6O3
Method: DFT, the ωB97M-V functional and the def2-TZVPD basis

Its orbital gap is 0.325 Eh. The charge is 0. The calculation puts the highest occupied orbital energy at -9.1 eV. The LUMO energy is -0.24 eV. As for the SMILES: C=C(C=O)C(=O)OC.

Structure (XYZ):
```
14
Properties=species:S:1:pos:R:3:mulliken_charge:R:1
C -1.185 1.381 -0.647 -1.02
C -0.549 0.201 -0.452 0.80
C -1.305 -0.911 0.181 -0.11
O -0.887 -2.034 0.315 -0.48
C 0.555 -0.256 -1.402 0.50
O 0.866 -0.114 -2.515 -0.40
O 1.399 0.273 -0.128 -0.35
C 1.547 -0.303 1.162 -0.67
H -0.715 2.194 -1.172 0.30
H -2.210 1.503 -0.331 0.25
H -2.327 -0.632 0.490 0.32
H 0.935 0.253 1.883 0.28
H 1.284 -1.365 1.178 0.32
H 2.593 -0.191 1.438 0.26
```


(y)
Molecular formula: C5H6O3
Method: DFT, the ωB97M-V functional and the def2-TZVPD basis

Its orbital gap is 0.361 Eh. The charge is 0. The calculation puts the highest occupied orbital energy at -9.7 eV. The LUMO energy is 0.17 eV. As for the SMILES: C/C=C/OC(=O)C=O.

Structure (XYZ):
```
14
Properties=species:S:1:pos:R:3:mulliken_charge:R:1
C -1.841 -1.413 -1.580 -1.04
C -1.238 -0.270 -0.769 -0.03
C 0.001 -0.293 -0.295 -0.27
O 0.452 0.739 0.490 -0.30
C 1.670 0.538 1.039 0.65
O 2.473 -0.306 0.833 -0.48
C 1.819 1.870 1.950 -0.02
O 2.085 1.984 3.113 -0.40
H -2.280 -1.137 -2.513 0.34
H -2.604 -1.919 -0.896 0.24
H -0.997 -2.011 -1.868 0.30
H -1.832 0.620 -0.619 0.35
H 0.795 -1.081 -0.292 0.34
H 1.496 2.681 1.405 0.32
```


Most stable: (w). Least stable: (x).


(w)
Molecular formula: C4H12OS2
Method: DFT, the ωB97M-V functional and the def2-TZVPD basis

Its orbital gap (alpha / beta) is 0.095 / 0.282 Eh. The charge is -1. The calculation puts the highest occupied orbital energy (alpha / beta) at 0.7 / -4.5 eV. The LUMO energy (alpha / beta) is 3.25 / 3.16 eV. The multiplicity is 2. Its expectation value of S² is 0.753.

Structure (XYZ):
```
19
Properties=species:S:1:pos:R:3:mulliken_charge:R:1
C -0.871 -1.511 1.174 -1.04
C -0.768 -2.575 0.092 -0.31
S 0.676 -2.344 -1.045 -0.52
S -0.019 -0.828 -2.263 -0.46
C 0.585 0.611 -1.242 0.17
C 0.412 2.116 -1.740 -1.33
H -1.517 -1.951 1.925 0.40
H -1.211 -0.626 0.803 0.29
H 0.201 -1.343 1.540 0.23
H -1.758 -2.602 -0.468 0.32
H -0.669 -3.688 0.481 0.13
H 0.066 0.328 -0.293 -0.21
H 1.692 0.416 -1.237 0.37
H 0.910 2.831 -0.991 0.35
H -0.584 2.442 -1.878 0.30
H 0.810 2.065 -2.674 0.33
H 1.210 1.751 2.186 0.34
H -0.043 2.395 2.959 0.33
O 0.877 2.513 2.673 -0.70
```


(x)
Molecular formula: C4H12OS2
Method: DFT, the ωB97M-V functional and the def2-TZVPD basis

Its orbital gap (alpha / beta) is 0.104 / 0.248 Eh. The charge is -1. The calculation puts the highest occupied orbital energy (alpha / beta) at 0.5 / -3.5 eV. The LUMO energy (alpha / beta) is 3.35 / 3.28 eV. The multiplicity is 2. Its expectation value of S² is 0.753.

Structure (XYZ):
```
19
Properties=species:S:1:pos:R:3:mulliken_charge:R:1
C -1.096 -2.093 1.486 -0.89
C -1.015 -2.647 0.042 -0.34
S 0.211 -1.789 -0.979 -0.43
S -0.588 0.135 -0.932 -0.51
C 1.013 0.895 -1.346 -0.28
C 0.843 2.386 -1.603 -1.26
H -2.110 -2.051 1.872 0.26
H -0.642 -1.105 1.518 0.27
H -0.449 -2.679 2.148 0.29
H -2.016 -2.522 -0.383 0.26
H -0.685 -3.678 -0.016 0.13
H 1.673 0.829 -0.475 0.35
H 1.478 0.322 -2.149 0.31
H 1.798 2.873 -1.825 0.47
H 0.487 2.821 -0.669 0.21
H 0.152 2.705 -2.380 0.22
H 1.035 3.225 4.653 0.34
H 0.295 3.497 3.325 0.37
O 0.736 3.922 4.074 -0.76
```


Most stable: (x). Least stable: (w).